The following is a DFT calculation (ωB97M-V/def2-TZVPD) of a molecular structure, C25H44DyO2P2.

Cartesian coordinates (Å):
Dy (0.56053, -2.58676, -2.53070)
C (0.50075, -0.45397, 0.59863)
C (-0.80336, -0.95436, 0.30116)
C (0.34248, -2.57101, 1.49422)
C (1.19517, -1.44686, 1.33433)
C (-0.88565, -2.28674, 0.82605)
C (0.96966, 0.92612, 0.39517)
H (0.33854, 1.47763, -0.31593)
H (2.00319, 0.92856, 0.01517)
H (0.93851, 1.49196, 1.34832)
C (2.52328, -1.26623, 1.95247)
H (2.57192, -0.29574, 2.47659)
H (3.30531, -1.29618, 1.17548)
H (2.70953, -2.05957, 2.69032)
C (0.65668, -3.77305, 2.31092)
H (1.17779, -3.52133, 3.25271)
H (1.31305, -4.47151, 1.75947)
H (-0.27023, -4.30783, 2.56196)
C (-2.10871, -3.11397, 0.86964)
H (-2.72853, -2.89499, 1.76442)
H (-1.85113, -4.18450, 0.89668)
H (-2.73688, -2.93554, -0.01620)
C (-1.95411, -0.15274, -0.15702)
H (-2.73963, -0.13572, 0.61677)
H (-2.37516, -0.60536, -1.06174)
H (-1.70753, 0.89763, -0.36330)
C (-0.21109, 3.14319, -2.62119)
C (-1.16064, 3.65033, -1.81237)
C (-2.62997, 3.49672, -1.99706)
C (-3.18164, 3.43764, -3.45547)
C (-3.64145, 2.07483, -3.87349)
C (-2.79119, 1.04869, -3.86896)
C (-1.37360, 1.06863, -3.39478)
C (-0.45898, 2.24197, -3.79965)
H (-3.13074, 4.34839, -1.51825)
H (-2.43319, 3.81828, -4.17629)
H (-2.99033, 2.60638, -1.46615)
H (-0.84683, 2.74451, -4.70245)
H (0.83921, 3.40293, -2.46687)
H (-0.86793, 4.20610, -0.91750)
H (0.51771, 1.81550, -4.10889)
H (-1.25357, 0.92487, -2.31375)
H (-3.15254, 0.07829, -4.21713)
H (-0.91888, 0.16565, -3.84774)
H (-4.08167, 4.05583, -3.49746)
H (-4.61891, 1.93106, -4.33071)
P (-0.16756, -1.52745, -5.29238)
P (-0.43355, -4.29430, -4.22225)
C (-0.25260, -2.88033, -6.57822)
C (0.04312, -4.24796, -5.99872)
H (0.46447, -2.57936, -7.35365)
H (-1.26173, -2.82217, -7.00896)
H (-0.48974, -5.06256, -6.50834)
H (1.12136, -4.46056, -6.04485)
C (-0.30397, -6.07069, -3.89090)
H (-0.70237, -6.29458, -2.89336)
H (0.75962, -6.34702, -3.91909)
H (-0.85804, -6.59303, -4.68343)
C (-2.25341, -3.94695, -4.22489)
H (-2.73236, -4.37662, -5.11580)
H (-2.49922, -2.87259, -4.17631)
H (-2.68918, -4.39226, -3.31663)
C (1.46654, -0.80368, -5.83510)
H (1.95100, -0.27102, -4.99723)
H (1.26902, -0.09940, -6.66755)
H (2.12804, -1.61677, -6.18574)
C (-1.28396, -0.44349, -6.32539)
H (-1.01291, -0.51115, -7.38851)
H (-1.17060, 0.59536, -6.02076)
H (-2.34847, -0.71088, -6.26136)
O (2.71105, -2.45685, -2.00572)
C (2.64116, -1.17686, -2.12343)
O (1.57886, -0.66912, -2.67368)
H (3.45162, -0.50546, -1.76126)

Output
<S²>	9.763
charge	+1
relative energy (zero: lowest compared OMol25 entry of this formula, charge and spin)	0.823	eV
strongest force on any atom	3.50	eV/Å
LUMO energy (spin up / spin down)	-0.13991 / -0.10760	hartree
E_HOMO (spin up / spin down)	-9.77 / -9.88	eV
spin multiplicity	6
Kohn-Sham gap (spin up / spin down)	5.96 / 6.95	eV

Löwdin atomic charge list, values in e, 4 entries: atom 1 (Dy): 1.2247, atom 2 (C): -0.2329, atom 3 (C): -0.2246, atom 4 (C): -0.2153

The following is a DFT calculation (ωB97M-V/def2-TZVPD) of a molecular structure, C25H44F5O6P2Ti.

Cartesian coordinates (Å):
Ti (-0.61368, 1.22608, 1.03205)
C (-4.21270, 2.07369, 0.15420)
C (-3.94684, 2.51433, 1.60049)
C (-4.01458, 4.03180, 1.72739)
C (-2.65611, 1.91900, 2.13691)
C (-2.52906, 0.53568, 2.25465)
C (-1.37992, -0.07440, 2.80752)
C (-0.33309, 0.70653, 3.32728)
C (0.83097, 0.09057, 4.04190)
C (-0.45992, 2.08948, 3.22533)
C (-1.58365, 2.69443, 2.60730)
H (-5.26433, 2.22692, -0.09965)
H (-3.97379, 1.01954, -0.00024)
H (-3.60789, 2.65971, -0.54427)
H (-4.73989, 2.09457, 2.22259)
H (-3.22484, 4.51703, 1.14660)
H (-3.93539, 4.36659, 2.76549)
H (-4.97173, 4.38546, 1.33864)
H (-3.34896, -0.08772, 1.93374)
H (-1.32941, -1.14809, 2.88156)
H (0.65450, 0.10326, 5.11742)
H (1.74809, 0.64337, 3.84575)
H (0.97455, -0.94653, 3.73539)
H (0.31394, 2.72453, 3.62866)
H (-1.63647, 3.76721, 2.58331)
C (5.34484, -1.10561, -0.54910)
C (4.08647, -0.63614, 0.13062)
C (3.89600, -1.19255, 1.52115)
O (2.96210, -1.10054, -0.73133)
P (1.66652, -0.24064, -0.84768)
O (1.08129, 0.17875, 0.47118)
C (0.48142, -1.31959, -1.69706)
P (-0.92024, -1.57316, -0.60302)
O (-1.53934, -0.25851, -0.24950)
O (-1.87969, -2.64613, -1.18312)
C (-2.98977, -2.47404, -2.15540)
C (-2.43268, -2.06611, -3.49810)
C (-4.03916, -1.51615, -1.63086)
O (-0.33225, -2.31057, 0.65150)
C (0.14235, -3.70829, 0.66928)
C (-0.79383, -4.47944, 1.56589)
C (1.56977, -3.68307, 1.14845)
O (1.99126, 0.96252, -1.75977)
C (2.87458, 0.95075, -2.94094)
C (3.92370, 2.00182, -2.70000)
C (2.01651, 1.21802, -4.15366)
H (6.21338, -0.81307, 0.04851)
H (5.45045, -0.67119, -1.54701)
H (5.33765, -2.19519, -0.63924)
H (4.05316, 0.45429, 0.15306)
H (4.05667, -2.27530, 1.52930)
H (2.89745, -0.97482, 1.90765)
H (4.63047, -0.73019, 2.18594)
H (0.94531, -2.27735, -1.94216)
H (0.14452, -0.82019, -2.60689)
H (-3.40061, -3.47280, -2.21557)
H (-2.02428, -1.04970, -3.45589)
H (-3.23240, -2.06577, -4.24176)
H (-1.65512, -2.75619, -3.83367)
H (-3.70656, -0.47801, -1.69895)
H (-4.28397, -1.73670, -0.58938)
H (-4.94804, -1.62916, -2.22621)
H (0.09064, -4.11081, -0.34137)
H (-0.72667, -4.11043, 2.59440)
H (-0.52050, -5.53625, 1.56156)
H (-1.82512, -4.38900, 1.22382)
H (1.61904, -3.34232, 2.18826)
H (2.19244, -3.02270, 0.53605)
H (1.98333, -4.69342, 1.09584)
H (3.33243, -0.03530, -3.00698)
H (3.44258, 2.94964, -2.45298)
H (4.52368, 2.13236, -3.60264)
H (4.59045, 1.72872, -1.87938)
H (1.53908, 2.19866, -4.06863)
H (1.23665, 0.45887, -4.27375)
H (2.63800, 1.20765, -5.05236)
F (1.91264, 2.81842, 0.32815)
C (0.55890, 2.94364, 0.56627)
F (0.47455, 4.15398, 1.24725)
C (-0.13466, 3.23337, -0.78975)
F (-0.54299, 1.99951, -1.30092)
F (-1.26988, 3.91575, -0.58133)
F (0.53769, 3.85661, -1.74777)

Output
<S²>	2.005
charge	+1
relative energy (zero: lowest compared OMol25 entry of this formula, charge and spin)	0.500	eV
strongest force on any atom	1.64	eV/Å
LUMO energy (spin up / spin down)	-0.06799 / -0.08611	hartree
E_HOMO (spin up / spin down)	-9.41 / -11.60	eV
spin multiplicity	3
Kohn-Sham gap (spin up / spin down)	7.56 / 9.26	eV

Löwdin atomic charge list, values in e, 4 entries: atom 1 (Ti): 0.8430, atom 2 (C): -0.0437, atom 3 (C): -0.3530, atom 4 (C): -0.0619

The following is a DFT calculation (ωB97M-V/def2-TZVPD) of a molecular structure, C25H44IrO2P2.

Cartesian coordinates (Å):
Ir (-0.05355, 0.41447, -2.18662)
C (-0.87331, -2.15231, 2.59895)
C (0.41776, -2.53315, 2.13749)
C (0.67979, -0.85449, 3.68763)
C (-0.71017, -1.09144, 3.52983)
C (1.37815, -1.73315, 2.81330)
C (-2.17950, -2.70431, 2.18430)
H (-2.06870, -3.43233, 1.37336)
H (-2.84141, -1.89105, 1.84863)
H (-2.69834, -3.21337, 3.01385)
C (-1.77649, -0.34560, 4.22243)
H (-2.75978, -0.59770, 3.81271)
H (-1.62773, 0.73855, 4.09979)
H (-1.78247, -0.55754, 5.30370)
C (1.27633, 0.12960, 4.60350)
H (1.03385, -0.10586, 5.65373)
H (0.89255, 1.13841, 4.36653)
H (2.36489, 0.16796, 4.48767)
C (2.84510, -1.77512, 2.64679)
H (3.32895, -2.28041, 3.49836)
H (3.25927, -0.75783, 2.59659)
H (3.12578, -2.32199, 1.73952)
C (0.73761, -3.54325, 1.10271)
H (1.13372, -4.47023, 1.54721)
H (1.50839, -3.16096, 0.41587)
H (-0.15026, -3.81634, 0.52351)
C (-1.26203, 1.45911, -3.31726)
C (-1.80135, 0.09019, -3.29744)
C (-1.54156, -0.81134, -4.48493)
C (-0.03869, -1.04767, -4.72822)
C (0.86872, -0.61251, -3.59805)
C (1.42035, 0.73656, -3.54208)
C (0.98883, 1.81750, -4.50369)
C (-0.54783, 2.01735, -4.52635)
H (-2.01102, -0.35993, -5.37176)
H (0.26290, -0.54499, -5.65499)
H (-2.04931, -1.77895, -4.36048)
H (-0.98813, 1.63090, -5.45356)
H (-1.87759, 2.17807, -2.77186)
H (-2.83085, 0.05213, -2.90723)
H (-0.74447, 3.09963, -4.51307)
H (1.45810, 2.77167, -4.21197)
H (2.43600, 0.82671, -3.14658)
H (1.38041, 1.60058, -5.51000)
H (0.13627, -2.12456, -4.86138)
H (1.53114, -1.39894, -3.21960)
P (-1.67092, -0.67936, -1.03464)
C (-3.04000, 0.27169, -0.31161)
C (-2.16407, -2.40287, -1.34120)
P (2.11924, 0.92824, 0.73372)
C (0.70689, 1.40352, -0.48251)
C (3.03427, -0.07457, -0.50422)
C (3.11791, 2.46734, 0.69072)
H (-2.65707, 1.20722, 0.13046)
H (-3.53475, -0.31833, 0.47661)
H (-3.76616, 0.50129, -1.11077)
H (-2.12246, -2.63841, -2.41254)
H (-3.17271, -2.59176, -0.94378)
H (-1.44361, -3.05914, -0.82231)
H (3.06148, 2.93579, -0.29788)
H (4.15967, 2.23529, 0.95048)
H (2.69927, 3.13086, 1.45479)
H (-0.14504, 1.62808, 0.22380)
H (1.03428, 2.39642, -0.85792)
H (3.92009, -0.53456, -0.03817)
H (3.32725, 0.56396, -1.34327)
H (2.35029, -0.86025, -0.85705)
C (-0.92051, 3.97581, 3.28676)
C (-0.47294, 2.89790, 2.33279)
O (-1.14767, 2.76156, 1.26021)
O (0.55380, 2.21054, 2.64911)
H (-2.01182, 4.03909, 3.32096)
H (-0.54955, 4.93773, 2.91674)
H (-0.51550, 3.81478, 4.28986)

Output
<S²>	8.783
charge	+2
relative energy (zero: lowest compared OMol25 entry of this formula, charge and spin)	1.241	eV
strongest force on any atom	4.58	eV/Å
LUMO energy (spin up / spin down)	-0.23564 / -0.32011	hartree
E_HOMO (spin up / spin down)	-12.86 / -14.03	eV
spin multiplicity	6
Kohn-Sham gap (spin up / spin down)	6.45 / 5.32	eV

Löwdin atomic charge list, values in e, 4 entries: atom 1 (Ir): 1.2220, atom 2 (C): -0.1188, atom 3 (C): -0.1202, atom 4 (C): -0.1326